No. 1
{
  "formula": "C13H16P",
  "method": "the ωB97M-V functional and the def2-TZVPD basis",
  "elements": ["C", "C", "C", "C", "C", "C", "C", "C", "C", "C", "C", "C", "C", "P", "H", "H", "H", "H", "H", "H", "H", "H", "H", "H", "H", "H", "H", "H", "H", "H"],
  "positions_angstrom": [[3.713664, -1.197083, 0.037791], [2.597670, -1.988149, 0.229957], [0.982032, 2.801873, -0.010137], [3.586384, 0.223931, -0.017834], [1.316838, -1.463176, -0.039751], [2.167159, 2.218736, -0.167873], [-0.323818, 2.140007, -0.138821], [2.286651, 0.808038, -0.023987], [1.210822, -0.089163, -0.095509], [-0.481833, 0.821110, -0.120478], [-3.442704, 0.768953, 0.157396], [-1.896753, -1.258195, 1.492853], [-1.984301, -1.155653, -1.635609], [-1.897585, -0.140231, -0.051028], [4.729684, -1.426184, 0.223849], [2.442678, -3.061787, 0.208433], [0.846568, 3.893330, -0.094965], [4.472393, 0.865765, 0.036786], [0.506494, -2.191097, -0.048109], [3.159462, 2.852643, -0.096838], [-1.301729, 2.736620, -0.066268], [-4.141916, -0.033748, -0.071069], [-3.316976, 1.474578, -0.624799], [-3.420623, 0.963427, 1.228817], [-2.663007, -0.831510, 2.227743], [-0.788423, -1.322356, 1.979522], [-1.998460, -2.283723, 1.198454], [-3.003123, -1.641055, -1.790490], [-1.422442, -2.023371, -1.480428], [-1.934797, -0.462526, -2.447605]],
  "atomic_forces_ev_per_a": [[0.08, 2.76, 1.44], [-1.84, -0.48, -2.26], [-2.25, 2.05, -1.84], [-1.32, -1.31, 0.22], [0.84, 0.57, 1.12], [1.84, 1.37, 1.84], [-1.07, 0.84, 1.31], [1.45, -1.72, -1.28], [-4.48, 2.33, 0.09], [5.39, -2.29, -0.20], [1.64, -2.04, 0.17], [2.61, 1.41, 0.65], [-3.38, 0.60, 1.88], [-0.78, -2.84, 0.48], [0.72, -1.31, -0.17], [1.54, -0.22, 0.55], [0.59, -0.53, 0.35], [-0.36, -0.31, -0.24], [-0.08, 0.56, -0.08], [-2.23, -1.34, -0.42], [1.78, -0.37, -0.26], [-0.52, 0.42, -0.04], [-0.96, 1.46, -0.16], [-0.53, 1.06, -0.35], [1.16, -1.00, -1.03], [-2.65, 0.78, -1.02], [-0.91, -0.53, -0.10], [0.74, 0.90, 0.70], [1.87, -0.81, -0.61], [1.10, 0.01, -0.73]],
  "lowdin_charge": [-0.043, -0.055, -0.077, 0.012, -0.087, -0.038, -0.102, -0.214, -0.007, -0.228, -0.159, -0.154, -0.134, 0.879, 0.098, 0.113, 0.117, 0.122, 0.094, 0.172, 0.134, 0.070, 0.049, 0.066, 0.074, 0.111, 0.027, 0.089, 0.017, 0.055],
  "e_homo_ev": -11.9487,
  "largest_force_ha_per_bohr": 0.114,
  "gap_ha": 0.308,
  "e_above_lowest_kj_mol": 123.4,
  "lumo_ev": -3.580,
  "total_charge": 1
}

No. 2
{
  "formula": "C56H51Cl10NO6",
  "method": "the ωB97M-V functional and the def2-TZVPD basis",
  "elements": ["Cl", "C", "C", "Cl", "H", "H", "H", "H", "Cl", "C", "C", "Cl", "H", "H", "H", "H", "Cl", "C", "C", "Cl", "H", "H", "H", "H", "Cl", "C", "C", "Cl", "H", "H", "H", "H", "Cl", "C", "C", "Cl", "H", "H", "H", "H", "C", "C", "C", "C", "N", "H", "H", "H", "H", "H", "H", "H", "C", "C", "C", "C", "C", "C", "C", "O", "C", "C", "C", "C", "C", "C", "C", "O", "H", "H", "H", "H", "H", "H", "H", "H", "C", "C", "C", "C", "C", "C", "C", "O", "C", "C", "C", "C", "C", "C", "C", "O", "H", "H", "H", "H", "H", "H", "H", "H", "C", "C", "C", "C", "C", "C", "C", "O", "C", "C", "C", "C", "C", "C", "C", "O", "H", "H", "H", "H", "H", "H", "H", "H"],
  "positions_angstrom": [[-1.785668, 9.011741, 0.784463], [-2.855508, 7.926751, -0.084007], [-2.018738, 6.619471, -0.256467], [-3.060208, 5.241751, -0.752797], [-3.109618, 8.361261, -1.050817], [-3.765268, 7.829411, 0.508413], [-1.485328, 6.285961, 0.633673], [-1.219438, 6.791141, -0.977397], [-7.577508, 1.791701, 0.208773], [-6.934368, 0.492641, 1.224653], [-6.484458, -0.555159, 0.195833], [-5.585348, -1.782479, 1.117703], [-7.693068, 0.131831, 1.919123], [-6.189088, 0.982351, 1.851433], [-5.688238, -0.178169, -0.446047], [-7.264378, -0.981039, -0.435407], [0.316822, -4.661319, 1.752833], [0.769302, -3.275779, 2.792093], [0.260582, -1.888009, 2.294173], [-1.139688, -1.510609, 3.242113], [1.851252, -3.382019, 2.713423], [0.451852, -3.461769, 3.818123], [-0.039128, -1.917209, 1.246603], [0.922552, -1.040199, 2.470573], [6.414822, 2.772611, -3.883047], [5.479412, 2.746991, -2.371267], [4.034522, 3.296301, -2.542217], [3.973172, 4.899011, -3.334157], [6.020712, 3.355681, -1.646987], [5.567472, 1.699181, -2.084107], [3.401102, 3.372631, -1.658447], [3.427622, 2.655291, -3.181647], [-2.437508, -6.601529, -0.498747], [-2.609668, -4.871079, -0.023207], [-1.778398, -3.933269, -0.991807], [-2.346078, -2.286489, -0.759137], [-2.225208, -4.786499, 0.993223], [-3.662578, -4.686609, 0.189973], [-1.917518, -4.163189, -2.048157], [-0.706528, -4.053609, -0.834617], [-2.855518, 0.800421, 1.100823], [-1.363718, 1.117501, 0.763983], [-1.210058, 2.476811, 0.297553], [0.137612, 2.908191, -0.244577], [1.204472, 3.192441, -0.577697], [-3.002418, -0.257999, 1.315913], [-3.442028, 0.959181, 0.195893], [-3.141888, 1.451421, 1.926833], [-1.096828, 0.433441, -0.041577], [-0.678638, 0.910191, 1.586053], [-1.423928, 3.161691, 1.118103], [-1.865938, 2.708021, -0.541767], [-1.444538, -1.551559, 7.998063], [-2.457988, -0.616469, 8.204173], [-2.389918, 0.627031, 7.542363], [-1.343638, 0.901601, 6.648743], [-0.316458, -0.033799, 6.485313], [-0.372468, -1.220509, 7.204153], [0.856012, 0.161191, 5.582373], [1.795132, -0.586419, 5.473993], [0.830452, 1.435441, 4.706853], [1.674132, 1.620321, 3.578453], [1.616982, 2.773861, 2.805023], [0.647722, 3.759031, 3.070793], [-0.263898, 3.494651, 4.080323], [-0.225708, 2.352601, 4.885773], [-1.301188, 2.205231, 5.929013], [-2.204508, 3.018811, 6.133413], [-1.480188, -2.553369, 8.399953], [-3.208008, -0.951179, 8.905493], [-3.174798, 1.349051, 7.712833], [0.414242, -1.956079, 7.124013], [2.465482, 0.910961, 3.386203], [2.430182, 3.042131, 2.146873], [0.615862, 4.670721, 2.492683], [-1.112548, 4.159651, 4.143233], [1.123982, 3.184891, -4.471177], [-0.113888, 3.148321, -3.730077], [-0.847628, 1.998201, -3.619657], [-0.403988, 0.800171, -4.213417], [0.772402, 0.850611, -5.046267], [1.507062, 2.038921, -5.113237], [1.225102, -0.332839, -5.901177], [2.202752, -0.253159, -6.655777], [0.315652, -1.506479, -5.813737], [0.508932, -2.546669, -6.782867], [-0.133988, -3.758819, -6.572547], [-1.137588, -3.898229, -5.623607], [-1.511918, -2.796599, -4.811607], [-0.777408, -1.598509, -4.934997], [-1.207758, -0.424639, -4.085527], [-2.213508, -0.511479, -3.393147], [1.706622, 4.085971, -4.593587], [-0.332588, 3.995411, -3.096827], [-1.776828, 2.022451, -3.069747], [2.441732, 1.980841, -5.651207], [1.255362, -2.573249, -7.562947], [0.118292, -4.596399, -7.205957], [-1.736088, -4.785309, -5.477687], [-2.382098, -2.936589, -4.187447], [2.221792, -5.332399, -3.265387], [3.068952, -6.118789, -2.396547], [3.561422, -5.540199, -1.261117], [3.200712, -4.232769, -0.800687], [2.255592, -3.503269, -1.559527], [1.844232, -4.064349, -2.815127], [1.783822, -2.157759, -1.151587], [0.780002, -1.636259, -1.644897], [2.751952, -1.357419, -0.305177], [2.766352, 0.026781, -0.478327], [3.676582, 0.761691, 0.220543], [4.710932, 0.166381, 1.014733], [4.671932, -1.203079, 1.178173], [3.681902, -2.024099, 0.524313], [3.825762, -3.565939, 0.412063], [4.593982, -4.165739, 1.068213], [1.910662, -5.629559, -4.255997], [3.330582, -7.101599, -2.759927], [4.144312, -6.089449, -0.536577], [1.186152, -3.451079, -3.412807], [2.070622, 0.466921, -1.177347], [3.849642, 1.826671, 0.172863], [5.377582, 0.859541, 1.506173], [5.507812, -1.642979, 1.701813]],
  "atomic_forces_ev_per_a": [[0.36, 0.75, 0.25], [0.48, -1.15, -0.07], [-0.38, 0.48, 0.10], [0.12, 0.20, -0.27], [0.09, -0.10, 0.08], [0.17, -0.38, -0.09], [-0.50, 0.31, 0.28], [-0.34, -0.08, -0.34], [-0.62, 0.74, -0.13], [-0.32, -0.04, -0.64], [1.27, 0.44, 0.92], [-0.09, -0.91, 0.25], [-0.17, -0.13, -0.37], [0.50, -0.59, -0.39], [-0.44, 0.45, -0.11], [-0.11, 0.01, 0.50], [-0.50, 0.06, -0.02], [1.11, 0.57, -0.55], [0.50, -1.13, -0.03], [-1.55, 0.51, 0.66], [0.04, 0.61, 0.42], [0.00, -0.05, -0.25], [0.13, -0.03, -0.02], [0.53, -0.46, -0.10], [-0.08, 0.19, -0.27], [-0.41, 0.54, 0.14], [-0.03, -0.79, -0.40], [0.16, 0.03, 0.15], [-0.03, -0.01, -0.07], [-0.72, 0.16, 0.34], [0.70, 0.07, 0.42], [0.41, -0.24, -0.23], [0.06, 0.47, 0.00], [0.87, 0.13, 0.22], [-1.15, -1.52, 0.33], [0.19, 0.56, 0.25], [0.56, -0.06, -0.23], [-0.10, 0.36, -1.20], [-0.39, -0.22, 0.14], [-0.12, 0.29, 0.47], [1.26, 0.16, -0.27], [-0.52, -2.95, 0.02], [1.08, 2.94, -1.24], [-0.27, -0.83, 0.97], [-0.50, 0.01, -0.29], [0.20, 0.18, 0.44], [-0.23, 0.46, 0.07], [-0.51, -0.19, -0.04], [0.27, -0.24, -0.07], [-0.17, -0.03, 0.23], [-0.15, 0.35, -0.15], [-0.44, 0.03, 0.22], [-0.20, 0.50, -0.24], [0.79, -0.01, -0.44], [-0.16, -0.94, 0.42], [0.13, -0.08, 0.43], [0.29, -0.43, 0.37], [0.34, -0.56, -0.31], [0.12, 1.77, -1.15], [-0.08, -0.55, 0.25], [-1.16, -0.41, -0.62], [0.01, 0.04, 1.10], [-0.07, 0.85, 0.88], [0.45, -1.40, 0.32], [-0.72, 0.31, -0.68], [0.55, 0.74, -0.03], [-1.56, -0.01, 0.21], [1.68, -0.58, -0.70], [-0.11, 0.09, 0.37], [-0.52, 0.66, -0.13], [0.10, 0.18, -0.14], [0.24, 0.13, -0.31], [0.04, -0.21, 0.11], [-0.11, -0.45, -0.48], [-0.06, 0.07, 0.02], [-0.06, 0.14, 0.58], [-0.61, -0.52, -0.51], [1.07, 0.43, 0.62], [-0.32, -1.19, -0.37], [-0.52, 1.86, 0.32], [0.81, 0.36, -0.07], [0.73, -0.69, -0.16], [0.45, 0.12, -1.06], [-2.02, 0.04, 1.90], [0.31, -0.75, -2.08], [0.19, -0.47, 1.86], [-0.36, 0.07, -0.38], [-0.67, 1.48, 1.21], [0.95, -0.58, -1.57], [-0.37, -0.03, 1.02], [-1.18, -2.15, 0.25], [1.32, 0.90, -0.71], [0.00, 0.13, 0.29], [-0.38, 0.22, -0.19], [-0.02, -0.29, 0.13], [0.02, 0.18, -0.29], [0.19, 0.76, 0.13], [-0.05, -0.05, -0.12], [0.32, -0.34, -0.26], [0.13, 0.53, 0.29], [0.92, 0.83, 1.93], [-1.22, 1.28, -2.07], [-0.17, 0.94, 2.05], [-1.35, 0.42, -1.28], [0.61, -1.72, -0.78], [-0.12, 0.01, 0.76], [0.00, 0.99, -0.94], [0.99, -0.58, 0.57], [-0.10, -1.10, 0.28], [-0.35, -0.27, 0.17], [2.46, 0.35, 1.04], [-2.66, -0.05, -0.78], [0.01, -1.07, -0.46], [0.40, 0.93, -0.56], [-0.86, 1.58, -2.02], [1.56, -1.20, 2.03], [0.00, -0.38, 0.10], [0.21, -0.14, 0.44], [0.41, -0.24, -0.26], [-0.12, 0.05, -0.17], [-0.14, 0.13, 0.11], [-0.87, 0.29, -0.52], [0.40, -0.44, 0.07], [-0.22, -0.49, 0.24]],
  "lowdin_spin": [0.000, 0.000, 0.000, 0.000, 0.000, 0.000, 0.000, 0.000, 0.000, 0.000, 0.000, 0.000, 0.000, 0.000, 0.000, 0.000, 0.000, 0.000, 0.000, 0.000, 0.000, 0.000, 0.000, 0.000, 0.000, 0.000, 0.001, 0.002, 0.000, 0.000, 0.000, 0.001, 0.000, 0.000, 0.000, 0.002, 0.000, 0.000, 0.000, 0.000, 0.000, 0.000, 0.000, 0.003, 0.005, 0.000, 0.000, 0.000, 0.000, 0.000, 0.000, 0.000, 0.000, 0.000, 0.000, 0.000, 0.000, 0.000, 0.000, 0.000, 0.000, 0.000, 0.000, 0.000, 0.000, 0.000, 0.000, 0.000, 0.000, 0.000, 0.000, 0.000, 0.000, 0.000, 0.000, 0.000, 0.181, 0.229, 0.003, 0.182, 0.223, 0.003, 0.011, 0.035, 0.018, 0.001, 0.008, 0.014, -0.003, 0.016, 0.010, 0.044, 0.005, 0.008, -0.003, -0.003, 0.000, 0.000, 0.001, 0.000, 0.000, 0.000, 0.000, 0.000, 0.000, 0.000, 0.000, 0.001, 0.000, 0.000, 0.000, 0.000, 0.000, 0.000, 0.000, 0.000, 0.000, 0.000, 0.000, 0.000, 0.000, 0.000, 0.000, 0.000],
  "e_homo_ev": [-11.3403, -11.3403],
  "s_squared": 0.771,
  "largest_force_ha_per_bohr": 0.066,
  "gap_ha": [0.220, 0.108],
  "multiplicity": 2,
  "lumo_ev": [-5.364, -8.406],
  "total_charge": 1
}

No. 3
{
  "formula": "C4H12O2Si",
  "method": "the ωB97M-V functional and the def2-TZVPD basis",
  "elements": ["C", "C", "C", "C", "O", "O", "Si", "H", "H", "H", "H", "H", "H", "H", "H", "H", "H", "H", "H"],
  "positions_angstrom": [[1.657084, 1.832339, -0.272946], [0.259937, -1.197325, 1.994675], [0.568460, -1.598954, -1.159950], [-2.654895, 1.376684, 0.089614], [-3.374606, 1.014094, -1.003937], [1.289582, 0.736889, 0.506529], [0.234080, -0.425857, 0.330890], [1.858600, 2.709028, 0.401280], [0.846261, 2.194847, -0.808867], [2.526176, 1.569882, -0.900253], [0.072985, -2.270418, 1.937776], [1.175439, -1.001216, 2.599676], [-0.550910, -0.777986, 2.661914], [1.555158, -2.023492, -0.965800], [-0.095137, -2.518513, -1.145520], [0.609808, -1.253513, -2.173956], [-3.100228, 1.030584, 0.965477], [-2.178059, 2.325897, 0.080530], [-2.687063, 0.973256, -1.753624]],
  "atomic_forces_ev_per_a": [[1.53, 0.58, 1.46], [-0.55, -0.14, 1.87], [-0.26, -1.49, 1.27], [0.78, -0.61, -0.48], [1.83, -0.33, -2.37], [1.72, 1.33, 0.43], [-2.42, -0.77, -1.28], [0.47, -0.93, -0.43], [-1.59, 0.35, -1.69], [-0.38, 0.41, 0.17], [0.08, -0.09, 0.12], [-0.30, -0.25, -0.78], [0.60, -0.38, -0.92], [0.34, -0.03, 0.06], [0.41, 1.18, 0.09], [-0.25, 0.65, -0.38], [-0.54, -0.34, 1.46], [0.46, 0.69, -0.01], [-1.92, 0.17, 1.41]],
  "lowdin_charge": [-0.144, -0.217, -0.209, -0.138, -0.121, -0.305, 0.563, 0.102, 0.041, 0.097, 0.019, 0.042, 0.041, 0.014, 0.041, 0.001, 0.019, 0.030, 0.123],
  "e_homo_ev": [-6.4336, -7.4184],
  "largest_force_ha_per_bohr": 0.059,
  "gap_ha": [0.264, 0.283],
  "e_above_lowest_kj_mol": 496.6,
  "lumo_ev": [0.751, 0.273],
  "total_charge": 0
}